#A
{
  "formula": "C4H13N4O",
  "method": "ωB97M-V/def2-TZVPD",
  "symbols": ["C", "C", "N", "N", "N", "H", "H", "H", "H", "H", "H", "H", "H", "C", "C", "O", "N", "H", "H", "H", "H", "H"],
  "coordinates": [[2.310, 3.109, 1.030], [1.083, 0.946, 0.722], [0.435, 0.011, 1.490], [1.512, 2.077, 1.455], [1.274, 0.695, -0.586], [0.373, 0.054, 2.620], [-0.255, -0.838, 1.188], [1.620, 1.754, 2.467], [1.509, 1.474, -1.237], [1.072, -0.232, -0.913], [2.732, 3.017, 0.002], [3.223, 3.254, 1.539], [1.855, 4.106, 1.360], [-3.103, -1.875, -0.894], [-1.623, -1.887, -1.014], [-0.847, -1.078, -0.492], [-1.067, -2.804, -1.917], [-3.374, -2.790, -0.434], [-3.657, -1.523, -1.797], [-0.132, -2.795, -2.083], [-1.530, -3.632, -2.159], [-3.412, -1.042, -0.347]],
  "charge": 1,
  "orbital_gap_ha": 0.4008,
  "lumo_energy_ha": -0.0959
}

---

#B
{
  "formula": "C4H13N4O",
  "method": "ωB97M-V/def2-TZVPD",
  "symbols": ["C", "C", "N", "N", "N", "H", "H", "H", "H", "H", "H", "H", "H", "C", "C", "O", "N", "H", "H", "H", "H", "H"],
  "coordinates": [[0.085, -1.022, 2.957], [0.468, -1.406, 0.493], [1.396, -1.885, -0.500], [0.877, -1.695, 1.880], [-0.811, -1.145, 0.094], [2.407, -1.895, -0.356], [1.273, -1.742, -1.454], [1.733, -2.267, 2.339], [-1.601, -1.245, 0.789], [-0.970, -0.722, -0.812], [-0.016, -1.757, 3.776], [-0.947, -0.661, 2.718], [0.875, -0.086, 3.154], [0.833, 2.292, -1.183], [-0.544, 1.696, -1.307], [-0.726, 0.773, -2.052], [-1.658, 2.238, -0.700], [1.659, 1.606, -1.611], [1.084, 2.692, -0.211], [-2.583, 1.840, -0.700], [-1.586, 3.101, -0.372], [0.800, 3.002, -2.015]],
  "charge": 1,
  "orbital_gap_ha": 0.3651,
  "lumo_energy_ha": -0.1272
}

---

Which of them is the most stable, and which is the least stable? #A and #B, in that order.

---

#A
{
  "formula": "C4H11NO3",
  "method": "ωB97M-V/def2-TZVPD",
  "symbols": ["C", "C", "C", "C", "N", "O", "O", "O", "H", "H", "H", "H", "H", "H", "H", "H", "H", "H", "H"],
  "coordinates": [[0.948, 0.026, -0.215], [-0.858, -0.892, -0.407], [0.202, 0.859, 0.633], [-0.657, 1.972, 0.111], [-0.911, -1.935, 0.542], [1.760, -0.931, 0.315], [-0.594, -1.311, -1.744], [1.848, 1.818, 0.809], [2.204, -1.380, -0.418], [-1.357, -1.816, -2.063], [2.425, 1.308, 1.398], [1.174, 0.354, -1.223], [-1.798, -0.340, -0.380], [0.052, 0.516, 1.650], [-1.752, -2.501, 0.510], [-0.086, -2.522, 0.534], [-1.703, 1.818, 0.382], [-0.302, 2.907, 0.542], [-0.594, 2.050, -0.976]],
  "orbital_gap_ha": 0.3109,
  "lumo_energy_ha": 0.0203
}

---

#B
{
  "formula": "C4H11NO3",
  "method": "ωB97M-V/def2-TZVPD",
  "symbols": ["C", "N", "C", "C", "C", "O", "O", "H", "H", "H", "H", "H", "H", "H", "H", "H", "H", "H", "O"],
  "coordinates": [[-0.380, 0.846, 1.707], [-0.378, -0.458, 1.708], [1.469, -0.823, 0.193], [-0.002, -1.042, 0.416], [-0.995, -0.682, -0.735], [-0.408, -0.690, -2.110], [-0.251, 1.746, 0.830], [-0.408, 1.201, 2.822], [-0.629, -1.039, 2.484], [2.065, -0.605, 1.148], [1.916, -1.741, -0.332], [1.515, 0.038, -0.489], [-0.109, -2.141, 0.484], [-1.422, 0.316, -0.499], [-1.783, -1.459, -0.660], [-0.623, 0.189, -2.368], [0.633, 2.492, -2.092], [-0.087, 1.849, -0.730], [-0.121, 2.004, -1.777]],
  "orbital_gap_ha": 0.3819,
  "lumo_energy_ha": 0.0170
}

---

#C
{
  "formula": "C4H11NO3",
  "method": "ωB97M-V/def2-TZVPD",
  "symbols": ["C", "N", "C", "C", "C", "O", "O", "H", "H", "H", "H", "H", "H", "H", "H", "H", "H", "H", "O"],
  "coordinates": [[1.524, -1.284, -0.456], [0.461, -0.857, 0.426], [0.303, -1.724, 1.630], [-0.785, -0.702, -0.305], [-0.675, 0.599, -1.087], [-0.800, 0.379, -2.397], [-0.671, 1.689, -0.583], [1.222, -1.756, -1.392], [2.257, -1.938, 0.015], [2.179, -0.449, -0.741], [1.123, -2.426, 1.732], [0.340, -1.059, 2.490], [-0.676, -2.196, 1.536], [-1.562, -0.477, 0.422], [-0.931, -1.528, -1.005], [-0.781, 1.060, -3.084], [-0.398, 2.131, 2.378], [0.356, 1.615, 1.244], [0.487, 1.794, 2.195]],
  "orbital_gap_ha": 0.3420,
  "lumo_energy_ha": 0.0196
}

---

Which of them is the most stable, and which is the least stable? #C and #A, in that order.

---

#A
{
  "formula": "C17H27NO2",
  "method": "ωB97M-V/def2-TZVPD",
  "symbols": ["C", "C", "C", "C", "C", "C", "C", "C", "C", "O", "N", "H", "C", "C", "O", "C", "C", "C", "C", "C", "C", "H", "H", "H", "H", "H", "H", "H", "H", "H", "H", "H", "H", "H", "H", "H", "H", "H", "H", "H", "H", "H", "H", "H", "H", "H", "H"],
  "coordinates": [[-5.449, -1.823, 0.897], [-4.009, -1.642, 1.363], [-3.201, -0.793, 0.384], [-1.782, -0.497, 0.868], [-0.903, -1.746, 0.953], [0.582, -1.417, 1.097], [0.929, -0.785, 2.443], [2.406, -0.385, 2.505], [2.785, 0.572, 1.387], [3.611, 0.316, 0.538], [2.145, 1.767, 1.446], [1.409, 1.896, 2.123], [2.243, 2.738, 0.386], [0.926, 2.855, -0.397], [0.511, 1.636, -0.964], [1.143, 1.151, -2.079], [0.694, -0.093, -2.521], [1.251, -0.679, -3.639], [2.258, -0.033, -4.338], [2.694, 1.205, -3.908], [2.144, 1.803, -2.786], [2.510, 2.771, -2.481], [3.476, 1.721, -4.446], [2.697, -0.492, -5.211], [0.897, -1.645, -3.966], [-0.094, -0.583, -1.972], [1.011, 3.641, -1.157], [0.116, 3.125, 0.289], [2.501, 3.721, 0.794], [3.049, 2.388, -0.264], [2.627, 0.089, 3.465], [3.034, -1.270, 2.403], [0.300, 0.092, 2.608], [0.718, -1.495, 3.247], [0.877, -0.735, 0.297], [1.167, -2.331, 0.977], [-1.217, -2.367, 1.794], [-1.040, -2.331, 0.040], [-1.316, 0.211, 0.177], [-1.842, -0.017, 1.847], [-3.156, -1.303, -0.582], [-3.724, 0.155, 0.229], [-3.543, -2.623, 1.471], [-4.005, -1.161, 2.345], [-5.476, -2.314, -0.073], [-6.009, -2.431, 1.605], [-5.945, -0.859, 0.805]],
  "orbital_gap_ha": 0.3420,
  "lumo_energy_ha": 0.0289
}

---

#B
{
  "formula": "C17H27NO2",
  "method": "ωB97M-V/def2-TZVPD",
  "symbols": ["C", "C", "O", "C", "C", "C", "C", "C", "C", "H", "H", "H", "O", "C", "C", "H", "C", "H", "H", "C", "N", "C", "C", "C", "C", "C", "H", "H", "H", "H", "H", "H", "H", "H", "H", "H", "H", "H", "H", "H", "H", "H", "H", "H", "H", "H", "H"],
  "coordinates": [[3.517, -0.669, 5.115], [2.163, 0.017, 5.277], [1.079, -0.883, 5.187], [0.689, -1.372, 3.976], [1.196, -0.957, 2.747], [0.703, -1.514, 1.571], [-0.292, -2.488, 1.625], [-0.789, -2.892, 2.847], [-0.309, -2.343, 4.020], [-0.689, -2.646, 4.982], [-1.561, -3.645, 2.888], [-0.654, -2.906, 0.700], [1.133, -1.178, 0.325], [2.077, -0.141, 0.170], [2.279, 0.111, -1.323], [3.223, 0.645, -1.453], [1.155, 0.927, -1.960], [1.403, 1.113, -3.006], [1.091, 1.892, -1.453], [-0.196, 0.211, -1.920], [-1.124, 0.765, -2.892], [-1.637, 2.063, -2.490], [-2.462, 2.680, -3.615], [-3.624, 1.763, -3.977], [-3.070, 0.385, -4.321], [-2.225, -0.141, -3.165], [-1.808, -1.116, -3.432], [-2.866, -0.278, -2.273], [-2.441, 0.460, -5.209], [-3.880, -0.316, -4.529], [-4.185, 2.170, -4.820], [-4.305, 1.681, -3.125], [-1.821, 2.812, -4.488], [-2.828, 3.660, -3.304], [-0.793, 2.716, -2.264], [-2.261, 1.980, -1.579], [-0.614, 0.237, -0.899], [-0.032, -0.837, -2.180], [2.361, -0.856, -1.821], [1.723, 0.777, 0.660], [3.032, -0.438, 0.628], [1.967, -0.206, 2.701], [2.080, 0.438, 6.283], [2.051, 0.837, 4.555], [3.625, -1.447, 5.867], [3.604, -1.130, 4.134], [4.315, 0.058, 5.239]],
  "orbital_gap_ha": 0.3262,
  "lumo_energy_ha": 0.0292
}

---

Which of them is the most stable, and which is the least stable? #A and #B, in that order.

---

#A
{
  "formula": "C4H15NO3",
  "method": "ωB97M-V/def2-TZVPD",
  "symbols": ["C", "C", "C", "C", "N", "H", "H", "H", "H", "H", "H", "H", "H", "H", "H", "H", "O", "H", "H", "O", "H", "H", "O"],
  "coordinates": [[1.281, -0.351, 0.289], [0.627, 0.866, -0.354], [-0.655, 0.783, -0.785], [2.486, 1.485, -1.788], [1.579, 1.873, -0.712], [2.400, -0.355, 0.194], [1.164, -1.326, -0.076], [1.023, -0.249, 1.383], [-1.380, -0.068, -0.666], [-1.127, 1.668, -1.212], [3.086, 0.626, -1.658], [3.370, 2.198, -1.771], [1.954, 1.501, -2.763], [1.629, 2.807, -0.350], [-1.001, -4.092, -0.530], [-1.811, -3.082, -1.531], [-1.450, -3.961, -1.420], [0.019, -4.283, 2.169], [-1.375, -3.674, 2.343], [-0.710, -3.859, 1.713], [-2.988, 3.425, 2.511], [-4.342, 3.984, 2.873], [-3.779, 4.083, 2.138]],
  "charge": 1,
  "multiplicity": 2,
  "orbital_gap_ha": [0.3609, 0.2017],
  "lumo_energy_ha": [-0.1337, -0.2929],
  "s_squared": 0.766
}

---

#B
{
  "formula": "C4H15NO3",
  "method": "ωB97M-V/def2-TZVPD",
  "symbols": ["N", "C", "C", "C", "C", "H", "H", "H", "H", "H", "H", "H", "H", "H", "H", "H", "O", "H", "H", "O", "H", "H", "O"],
  "coordinates": [[0.455, -0.207, 1.319], [1.399, 0.781, 0.728], [1.826, 0.295, -0.628], [1.030, -1.093, -0.902], [0.569, -1.446, 0.590], [-0.499, 0.062, 1.142], [0.931, 1.820, 0.832], [2.211, 0.665, 1.334], [1.712, 0.953, -1.479], [2.950, -0.163, -0.611], [0.383, -0.918, -1.799], [1.698, -1.810, -1.339], [-0.298, -2.081, 0.712], [1.317, -2.079, 1.096], [-2.951, 1.758, -2.514], [-3.830, 0.467, -3.224], [-3.784, 1.110, -2.548], [-0.814, 0.537, 5.052], [-0.548, -0.045, 3.521], [-0.974, -0.230, 4.455], [-0.635, 0.471, -1.241], [-1.385, 0.199, -2.465], [-0.763, 0.953, -2.033]],
  "charge": 1,
  "multiplicity": 2,
  "orbital_gap_ha": [0.3831, 0.1791],
  "lumo_energy_ha": [-0.1338, -0.3377],
  "s_squared": 0.754
}

---

#C
{
  "formula": "C4H15NO3",
  "method": "ωB97M-V/def2-TZVPD",
  "symbols": ["N", "C", "C", "C", "C", "H", "H", "H", "H", "H", "H", "H", "H", "H", "H", "H", "O", "H", "H", "O", "H", "H", "O"],
  "coordinates": [[0.559, 0.882, 2.433], [0.304, -0.446, 2.863], [-2.736, -1.155, 0.610], [-1.735, -0.444, 1.455], [-0.602, -1.079, 1.846], [0.741, 0.960, 1.432], [-0.074, 1.590, 2.773], [-0.043, -0.525, 3.888], [1.176, -1.063, 2.812], [-3.385, -0.534, 0.010], [-2.140, -1.698, -0.116], [-3.374, -1.839, 1.158], [-2.078, 0.448, 1.986], [-0.361, -2.078, 1.485], [1.608, 1.720, -3.043], [1.735, 0.174, -3.533], [1.173, 0.897, -3.260], [5.939, -0.248, -4.255], [5.804, -1.713, -4.234], [6.401, -1.023, -3.909], [-2.438, 2.284, -1.373], [-3.448, 2.112, -0.235], [-3.027, 2.779, -0.792]],
  "charge": 1,
  "multiplicity": 2,
  "orbital_gap_ha": [0.3447, 0.1890],
  "lumo_energy_ha": [-0.1478, -0.3036],
  "s_squared": 0.758
}

---

Which of them is the most stable, and which is the least stable? #C and #B, in that order.